# C23H26CsIN2O2P

C23H26CsIN2O2P as an isolated structure (ωB97M-V/def2-TZVPD, the Open Molecules 2025 dataset).

Cartesian coordinates (Å):
Cs 0.120 -0.099 0.846
C 6.200 0.518 -1.462
C 6.095 0.148 -0.010
C 7.216 -0.400 0.608
C 7.204 -0.776 1.944
C 6.051 -0.599 2.686
C 4.928 -0.056 2.074
C 4.913 0.325 0.736
P 3.258 1.008 0.151
C 3.121 -0.067 -1.346
C 2.997 -1.419 -1.026
C 2.788 -2.393 -1.991
C 2.713 -2.021 -3.319
C 2.863 -0.685 -3.658
C 3.065 0.308 -2.701
C 3.261 1.715 -3.188
C 3.724 2.741 -0.115
C 4.921 3.405 0.124
C 4.946 4.791 0.028
C 3.784 5.489 -0.285
C 2.590 4.812 -0.507
C 2.544 3.421 -0.440
C 1.410 2.486 -0.657
H 7.245 0.610 -1.760
H 5.700 1.461 -1.674
H 5.733 -0.242 -2.094
H 8.122 -0.531 0.025
H 8.092 -1.200 2.397
H 6.017 -0.881 3.731
H 4.022 0.076 2.658
H 3.077 -1.719 0.015
H 2.681 -3.429 -1.696
H 2.547 -2.761 -4.093
H 2.828 -0.392 -4.702
H 3.527 1.707 -4.247
H 4.045 2.237 -2.642
H 2.358 2.310 -3.068
H 5.818 2.854 0.384
H 5.870 5.331 0.201
H 3.814 6.570 -0.358
H 1.687 5.363 -0.749
H 0.923 2.540 -1.633
H 0.634 2.606 0.115
C -4.374 -3.112 0.214
O -3.647 -2.034 -0.379
C -2.319 -2.132 -0.549
O -1.682 -1.150 -0.852
N -1.784 -3.401 -0.405
N -0.364 -3.405 -0.320
H -5.400 -2.762 0.277
H -3.999 -3.313 1.220
H -4.332 -4.005 -0.413
H -2.205 -3.895 0.377
H -0.053 -4.298 -0.684
H -0.131 -3.374 0.675
I -1.523 -2.558 3.007

Calculated values
Kohn-Sham gap: 0.202 Ha
spin multiplicity: 1
LUMO level: 2.19 eV
total charge: -1
energy relative to the best compared isomer or geometry (same formula, charge and spin): 69.32 kJ/mol